Entry 1:
2 unconnected molecules or ions with the total composition C4H12O3 in a non-equilibrium geometry, computed with wB97M-V/def2-TZVPD.

Structure (XYZ):
```
19
Properties=species:S:1:pos:R:3:mulliken_spin:R:1
C -1.04 -0.97 -1.18 0.132
O -1.71 -0.55 -2.33 0.358
C -0.08 0.21 -0.70 0.153
C 1.09 -0.34 0.05 0.054
C 2.17 0.79 0.28 0.161
O 0.76 -1.02 1.21 0.140
H -1.72 -1.23 -0.36 0.024
H -0.52 -1.80 -1.65 -0.002
H -2.42 0.10 -2.14 -0.010
H 0.01 0.84 -1.58 -0.009
H -0.71 0.80 -0.03 0.010
H 1.63 -1.10 -0.53 -0.010
H 2.97 0.31 0.84 0.005
H 2.51 1.00 -0.73 -0.004
H 1.81 1.59 0.93 0.000
H 0.49 -0.44 1.92 -0.002
H -1.63 0.03 1.48 -0.001
H -1.66 0.92 2.70 0.000
O -1.97 0.85 1.80 0.000
```

Calculated values
* HOMO (spin up / spin down): -15.75 / -15.34 eV
* HOMO-LUMO gap (spin up / spin down): 12.65 / 5.73 eV
* charge: +1
* energy above the lowest of the compared OMol25 structures with the same formula, charge and spin: 43.11 kcal/mol
* LUMO level (spin up / spin down): -3.10 / -9.61 eV
* 2S+1: 2


Entry 2:
A single C17H18N2 molecule, computed with wB97M-V/def2-TZVPD.

Structure (XYZ):
```
37
Properties=species:S:1:pos:R:3:mulliken_charge:R:1
C -2.32 0.99 -0.79 -1.464
H -3.22 0.44 -1.04 0.333
H -2.60 1.93 -0.31 0.386
H -1.78 1.22 -1.71 0.373
C -1.44 0.16 0.15 0.389
N -1.19 -1.15 -0.43 -0.304
H -0.95 -1.81 0.31 0.344
C -0.14 -1.17 -1.43 -1.051
C 1.23 -0.77 -0.95 1.061
C 1.76 -0.97 0.29 -0.798
N 3.03 -0.46 0.35 0.037
C 3.35 0.08 -0.86 -0.555
C 4.51 0.71 -1.29 -0.861
C 4.54 1.17 -2.59 -0.490
C 3.44 1.01 -3.44 -0.684
C 2.29 0.38 -3.02 -0.485
C 2.23 -0.09 -1.71 1.020
H 1.45 0.26 -3.69 0.394
H 3.51 1.38 -4.45 0.387
H 5.42 1.66 -2.96 0.378
H 5.35 0.84 -0.63 0.376
H 3.63 -0.48 1.16 0.179
H 1.33 -1.44 1.16 0.381
H -0.10 -2.19 -1.84 0.350
H -0.43 -0.51 -2.25 0.277
C -2.16 0.00 1.47 0.072
C -1.79 0.74 2.58 -0.412
C -2.47 0.60 3.78 -0.634
C -3.51 -0.30 3.89 -0.357
C -3.89 -1.05 2.78 -0.683
C -3.21 -0.90 1.58 -0.168
H -3.49 -1.49 0.72 0.415
H -4.70 -1.75 2.86 0.375
H -4.04 -0.41 4.82 0.383
H -2.17 1.19 4.64 0.387
H -0.97 1.45 2.51 0.373
H -0.50 0.71 0.33 0.278
```

Calculated values
* HOMO: -7.91 eV
* HOMO-LUMO gap: 8.69 eV
* energy above the lowest of the compared OMol25 structures with the same formula, charge and spin: 0.00 kcal/mol
* SMILES: C[C@H](NCc1c[nH]c2ccccc12)c1ccccc1
* LUMO level: 0.78 eV
* 2S+1: 1


Entry 3:
10 unconnected molecules or ions with the total composition C37H86N2O15S5 in a non-equilibrium geometry, computed with wB97M-V/def2-TZVPD.

Structure (XYZ):
```
145
Properties=species:S:1:pos:R:3:mulliken_charge:R:1
C -6.47 0.49 -5.66 -1.461
C -5.41 0.12 -4.70 0.642
C -4.85 1.36 -4.09 -1.295
O -6.03 -0.54 -3.61 -0.568
H -6.12 1.04 -6.52 0.386
H -7.20 1.21 -5.27 0.333
H -7.04 -0.30 -6.16 0.322
H -4.62 -0.53 -5.08 0.316
H -4.39 1.99 -4.85 0.357
H -4.19 1.03 -3.29 0.279
H -5.57 2.01 -3.60 0.350
H -5.40 -1.22 -3.38 0.339
C 0.19 -3.61 -1.30 -1.187
C -0.61 -4.79 -1.83 0.540
C -0.04 -6.22 -1.63 -1.373
O -1.81 -4.85 -1.13 -0.574
H -0.50 -2.78 -1.50 0.298
H 1.08 -3.44 -1.91 0.350
H 0.52 -3.67 -0.26 0.289
H -0.85 -4.62 -2.88 0.235
H -0.76 -6.96 -1.97 0.336
H 0.22 -6.40 -0.59 0.385
H 0.93 -6.23 -2.14 0.362
H -1.78 -5.37 -0.32 0.338
C -12.08 4.44 -9.48 -1.303
C -11.87 3.17 -10.34 0.519
C -10.70 3.15 -11.36 -1.227
O -11.44 2.19 -9.43 -0.537
H -12.82 4.34 -8.68 0.319
H -12.35 5.28 -10.12 0.368
H -11.14 4.79 -9.06 0.312
H -12.80 2.81 -10.79 0.221
H -9.78 3.36 -10.81 0.305
H -10.88 3.84 -12.18 0.332
H -10.70 2.21 -11.92 0.387
H -11.33 1.40 -9.96 0.304
C -17.26 -1.88 0.47 -1.374
C -16.74 -0.47 0.63 0.584
C -16.11 0.05 -0.64 -0.784
O -14.80 -0.51 -0.81 -0.292
C -13.96 -0.01 -1.81 -0.672
N -17.88 0.34 1.03 -0.768
H -18.22 -1.90 -0.03 0.313
H -17.44 -2.27 1.47 0.362
H -16.49 -2.41 -0.10 0.365
H -16.00 -0.45 1.43 0.214
H -16.02 1.13 -0.56 0.438
H -16.74 -0.07 -1.52 0.308
H -14.35 -0.40 -2.75 0.279
H -12.95 -0.41 -1.69 0.217
H -13.99 1.07 -1.74 0.289
H -18.40 -0.18 1.73 0.268
H -18.63 0.43 0.36 0.252
C -2.64 6.25 3.29 -1.392
C -1.57 5.18 3.35 0.342
C -2.08 3.95 2.59 -0.635
O -3.01 3.29 3.39 -0.304
C -3.52 2.13 2.76 -0.756
N -0.45 5.89 2.72 -0.716
H -2.49 6.98 4.09 0.359
H -3.59 5.74 3.44 0.383
H -2.66 6.77 2.33 0.351
H -1.33 4.87 4.37 0.259
H -1.16 3.37 2.48 0.394
H -2.38 4.33 1.61 0.290
H -4.08 2.28 1.84 0.305
H -4.07 1.44 3.40 0.275
H -2.68 1.52 2.43 0.320
H -0.47 6.87 2.98 0.280
H -0.49 5.83 1.72 0.247
C -12.26 4.09 3.91 -0.695
C -11.28 3.27 2.98 -0.522
C -10.45 4.41 2.28 -0.684
S -11.62 5.81 1.93 1.049
O -12.13 5.73 0.53 -0.634
O -11.03 7.02 2.50 -0.629
C -12.97 5.17 3.08 -0.675
H -11.74 4.68 4.67 0.331
H -12.97 3.47 4.46 0.338
H -11.93 2.77 2.26 0.286
H -10.69 2.53 3.53 0.327
H -9.89 4.08 1.40 0.407
H -9.86 4.84 3.08 0.351
H -13.68 4.65 2.43 0.351
H -13.48 5.95 3.64 0.400
C -5.46 -3.17 -11.84 -0.584
C -5.03 -3.97 -10.57 -0.540
C -6.32 -4.70 -10.02 -0.638
S -7.70 -4.43 -11.20 1.016
O -8.47 -3.24 -10.87 -0.601
O -8.33 -5.70 -11.50 -0.637
C -6.52 -4.00 -12.61 -0.714
H -4.59 -3.02 -12.49 0.345
H -5.89 -2.20 -11.60 0.310
H -4.63 -3.31 -9.80 0.272
H -4.20 -4.62 -10.84 0.309
H -6.57 -4.47 -8.99 0.428
H -6.16 -5.78 -10.05 0.304
H -7.02 -3.61 -13.50 0.415
H -6.14 -5.01 -12.82 0.314
C -5.37 8.42 -3.04 -0.646
C -6.47 7.95 -4.05 -0.630
C -5.89 8.04 -5.46 -0.763
S -4.76 9.56 -5.40 1.057
O -5.55 10.70 -5.85 -0.622
O -3.54 9.15 -6.07 -0.629
C -4.49 9.59 -3.50 -0.546
H -4.76 7.54 -2.85 0.305
H -5.72 8.61 -2.03 0.365
H -7.34 8.58 -4.20 0.289
H -6.87 6.95 -3.84 0.359
H -6.49 8.05 -6.37 0.459
H -5.14 7.26 -5.57 0.323
H -4.74 10.59 -3.14 0.370
H -3.45 9.40 -3.27 0.308
C 3.53 5.01 -6.50 -0.636
C 4.71 4.89 -5.62 -0.549
C 4.38 5.46 -4.26 -0.731
S 2.64 4.94 -3.89 1.076
O 1.89 6.07 -3.37 -0.653
O 2.53 3.66 -3.17 -0.635
C 2.18 4.79 -5.65 -0.595
H 3.75 4.32 -7.31 0.307
H 3.52 5.98 -7.01 0.302
H 5.62 5.33 -6.03 0.341
H 4.91 3.82 -5.52 0.304
H 4.28 6.54 -4.36 0.343
H 5.11 5.22 -3.49 0.429
H 1.38 5.52 -5.81 0.370
H 1.78 3.78 -5.67 0.325
C -9.11 -5.81 2.51 -0.591
C -9.75 -4.47 2.80 -0.609
C -10.93 -4.76 3.82 -0.701
S -10.06 -5.89 5.12 1.035
O -10.93 -7.00 5.52 -0.627
O -9.33 -5.12 6.16 -0.618
C -8.81 -6.50 3.86 -0.625
H -8.16 -5.68 1.99 0.298
H -9.69 -6.43 1.83 0.310
H -10.05 -3.91 1.91 0.360
H -9.06 -3.77 3.27 0.302
H -11.72 -5.30 3.29 0.338
H -11.40 -3.92 4.33 0.419
H -8.94 -7.58 3.79 0.344
H -7.85 -6.17 4.25 0.366
```

Calculated values
* HOMO: -8.74 eV
* HOMO-LUMO gap: 8.81 eV
* SMILES: O=S1(=O)CCCC1.O=S1(=O)CCCC1.O=S1(=O)CCCC1.O=S1(=O)CCCC1.O=S1(=O)CCCC1.COC[C@H](C)N.COC[C@H](C)N.CC(C)O.CC(C)O.CC(C)O
* LUMO level: 0.07 eV
* 2S+1: 1